Record 1
{"formula": "C2H2N2O", "method": "ωB97M-V/def2-TZVPD", "species": ["O", "N", "N", "C", "C", "H", "H"], "xyz": [[0.03844, 0.87920, -1.55855], [2.80360, -0.25042, 0.26480], [1.91693, -0.84789, 0.00355], [-1.24793, 0.00430, 0.31899], [-0.62858, 0.45694, -0.70673], [-1.29727, -0.98958, 0.64265], [-1.58519, 0.74745, 1.03529]], "forces_ev_per_angstrom": [[-0.576, -0.018, -0.124], [-1.401, -0.945, -0.406], [1.529, 0.876, 0.438], [-1.062, 0.990, 1.601], [1.618, 0.354, -1.168], [0.006, -1.285, -0.121], [-0.114, 0.028, -0.220]], "lowdin_charge": [0.142, 0.045, 0.035, -0.010, -0.331, 0.045, 0.073], "multiplicity": 1, "total_charge": 0, "homo_ev": -9.5, "smiles": "C=C=O.N#N", "total_energy_ha": -262.159993}

Record 2
{"formula": "C2H2N2O", "method": "ωB97M-V/def2-TZVPD", "species": ["O", "N", "N", "C", "C", "H", "H"], "xyz": [[0.39509, -0.11384, -1.22079], [0.22400, -0.12841, 1.02752], [-0.88519, 0.42532, -0.94554], [-0.89090, 0.27423, 0.34413], [0.98377, -0.28479, -0.04448], [-1.81997, 0.52638, 0.82771], [1.99320, -0.69888, 0.01147]], "forces_ev_per_angstrom": [[1.015, 0.972, 0.100], [0.513, 0.210, -2.786], [0.977, -1.552, 0.852], [-2.366, 1.330, 0.796], [0.187, -1.412, 1.150], [-0.002, 0.099, 0.347], [-0.325, 0.354, -0.459]], "lowdin_charge": [-0.023, 0.123, 0.107, -0.257, -0.202, 0.112, 0.139], "multiplicity": 1, "total_charge": 0, "homo_ev": -11.1, "total_energy_ha": -262.108736}

Record 3
{"formula": "C2H2N2O", "method": "ωB97M-V/def2-TZVPD", "species": ["O", "N", "N", "C", "C", "H", "H"], "xyz": [[-0.31214, 1.75676, 0.05564], [-2.03304, -1.40813, 0.08441], [1.01938, -0.00131, 0.03717], [-1.34379, -0.50574, -0.04492], [-0.19310, 0.44720, -0.02638], [1.66324, 0.70354, -0.21679], [1.19946, -0.99233, 0.11087]], "forces_ev_per_angstrom": [[-0.764, -5.485, -0.879], [-0.627, -0.268, -0.110], [0.628, -2.660, -0.154], [1.694, 0.771, 0.261], [-2.571, 7.087, 1.013], [1.208, 0.314, 0.146], [0.433, 0.240, -0.277]], "lowdin_charge": [-0.029, 0.174, 0.179, -0.098, -0.480, 0.122, 0.132], "multiplicity": 1, "total_charge": 0, "homo_ev": -10.8, "smiles": "N#CC(N)=O", "total_energy_ha": -262.133559}

For each record above, in turn, the calculated energy above the lowest of the compared OMol25 structures with the same formula, charge and spin values are 0.1068, 1.5016, 0.8262 eV.
For each record above, in turn, the calculated LUMO values are 1.0273, 0.8800, -0.0155 eV.